DFT (ωB97M-V/def2-TZVPD) results for a 10-piece molecular cluster, C3H26NO9 overall.

```
! RIJCOSX wB97M-V def2-TZVPD def2/J DEFGRID3
* xyz 1 1
C 1.840 -1.206 1.391
C 1.223 -2.192 0.471
C 0.710 -3.349 0.894
N 1.213 -1.983 -0.946
H 2.151 -1.629 2.379
H 2.791 -0.729 1.143
H 1.150 -0.362 1.498
H 0.253 -4.171 0.321
H 0.650 -3.763 1.947
H 0.822 -1.132 -1.369
H 0.734 -2.672 -1.504
H 2.210 -1.983 -1.261
H -0.034 2.885 0.759
H -0.113 3.296 -0.785
O 0.363 2.705 -0.189
H 2.035 2.468 -0.637
H 3.025 2.893 -1.838
O 2.768 2.209 -1.228
H -3.636 2.254 1.226
H -2.918 0.924 0.931
O -2.988 1.653 1.598
H -1.352 0.508 -1.366
H -0.396 1.134 -0.261
O -0.768 0.298 -0.614
H -1.636 2.161 1.898
H -0.264 2.251 2.788
O -0.756 2.647 2.073
H -2.005 -1.157 3.138
H -2.861 0.112 3.418
O -2.579 -0.504 2.741
H 4.032 -0.852 -0.796
H 3.264 0.579 -1.021
O 3.473 -0.310 -1.358
H -0.759 -1.885 -3.476
H -1.574 -1.806 -2.118
O -0.759 -2.114 -2.527
H -3.185 1.406 -1.784
H -3.394 0.462 -3.014
O -2.731 0.955 -2.521
*
```

DFT (ωB97M-V/def2-TZVPD) results for a 11-piece molecular cluster, C3H27NO11S2 overall.

```
! RIJCOSX wB97M-V def2-TZVPD def2/J DEFGRID3
* xyz 0 1
N 0.252 -0.609 -2.677
C -0.961 -1.347 -2.741
C -2.204 -0.346 -2.420
O -2.307 0.561 -3.174
C -0.754 -2.613 -1.904
S -2.249 -2.901 -1.093
S -1.851 -3.683 0.708
H 0.622 -0.038 -3.356
H 0.568 -0.111 -1.764
H -1.118 -1.689 -3.780
H -2.817 -0.630 -1.693
H -0.048 -2.307 -1.143
H -0.484 -3.499 -2.532
H -1.275 -2.719 1.460
O 3.756 0.405 2.222
H 3.068 -0.130 2.841
H 3.506 -0.043 1.385
O -3.036 -0.421 1.530
H -3.795 -0.449 1.910
H -2.326 0.085 2.036
O 0.337 1.924 -1.459
H 1.157 2.234 -2.045
H 0.550 2.386 -0.616
O -0.730 0.903 1.154
H -0.069 0.466 1.731
H -0.858 0.669 0.242
O -3.337 3.161 -1.249
H -2.997 2.604 -2.037
H -3.511 2.449 -0.533
O 3.440 -0.365 -0.471
H 3.799 -0.144 -1.307
H 3.572 -1.356 -0.490
O 0.562 0.134 3.429
H 0.222 0.079 4.326
H 0.746 0.867 3.043
O -0.992 2.575 2.973
H -0.474 2.784 2.267
H -0.678 3.103 3.648
O 2.294 -2.626 -1.912
H 1.806 -3.441 -2.250
H 1.559 -1.970 -2.018
O 2.017 2.114 2.648
H 2.667 1.902 3.261
H 2.374 2.034 1.846
*
```

The SMILES is N[C@H](C=O)CSS.O.O.O.O.O.O.O.O.O.O.

DFT (ωB97M-V/def2-TZVPD) results for a 13-piece molecular cluster, C3H29N2O15 overall.

```
! RIJCOSX wB97M-V def2-TZVPD def2/J DEFGRID3
* xyz -1 1
O -1.507 -1.774 0.635
C -0.773 -0.778 0.779
N -1.337 0.381 1.175
C -0.675 1.652 0.953
O 0.532 1.705 1.189
O -1.433 2.581 0.546
C 0.727 -1.018 0.531
N 1.529 -0.959 1.793
H -2.319 0.246 1.374
H 0.828 -2.075 0.338
H 1.025 -0.174 -0.053
H 1.128 -1.442 2.580
H 1.613 0.041 1.968
H -0.253 -0.586 3.281
H -1.036 -1.096 4.444
O -0.161 -0.723 4.238
H 3.397 -1.087 -2.483
H 3.371 -0.888 -0.897
O 3.509 -0.454 -1.752
H 1.540 -3.022 -2.442
H 0.951 -1.945 -3.388
O 1.779 -2.310 -3.060
H -0.183 0.558 -2.033
H -0.765 0.371 -3.437
O -0.813 0.011 -2.529
H 1.366 2.473 -1.135
H 2.170 1.120 -1.315
O 1.479 1.669 -1.695
H -1.954 4.372 -1.307
H -1.802 2.963 -1.702
O -2.354 3.728 -1.910
H 0.015 -4.481 -0.716
H -0.612 -3.259 -1.466
O 0.221 -3.704 -1.245
H -4.175 1.587 -0.726
H -3.033 1.869 0.419
O -3.824 1.358 0.142
H 1.053 4.083 0.703
H 2.430 3.907 0.280
O 1.551 3.946 -0.123
H 0.165 3.072 3.323
H 1.436 2.738 2.624
O 1.114 3.172 3.431
H -2.296 -2.518 -1.351
H -1.539 -1.582 -2.414
O -1.773 -2.492 -2.145
H -0.704 -3.240 1.322
H 0.582 -3.919 1.895
O -0.192 -4.076 1.357
*
```

DFT (ωB97M-V/def2-TZVPD) results for a 11-piece molecular cluster, C3H29N3O11 overall.

```
! RIJCOSX wB97M-V def2-TZVPD def2/J DEFGRID3
* xyz 0 1
N -0.600 -2.114 -0.329
C -0.335 -0.839 -0.958
N 0.263 0.232 -0.124
C 1.738 0.129 0.088
C 2.279 1.538 0.118
N 2.468 2.092 1.334
O 2.558 2.143 -0.921
H -1.224 -2.078 0.466
H 0.235 -2.642 -0.144
H -1.251 -0.383 -1.316
H 0.282 -0.979 -1.832
H -0.244 0.302 0.766
H 2.175 -0.407 -0.751
H 2.003 -0.402 1.006
H 2.821 3.028 1.394
H 2.126 1.598 2.184
O -0.382 1.954 -2.200
H -0.106 2.872 -2.308
H -0.010 1.641 -1.328
O -3.043 1.628 -1.853
H -2.045 1.722 -1.877
H -3.271 1.146 -2.653
O -4.288 1.017 0.448
H -5.169 1.350 0.258
H -3.716 1.212 -0.345
O 1.375 0.671 3.467
H 1.302 -0.279 3.209
H 0.451 0.952 3.371
O -2.730 1.196 2.719
H -3.194 0.340 2.658
H -3.230 1.777 2.135
O 2.781 -3.123 -0.308
H 3.679 -3.103 0.032
H 2.780 -2.652 -1.171
O 2.072 0.653 -3.197
H 1.122 0.804 -3.084
H 2.424 1.284 -2.523
O 0.935 -1.904 2.656
H -0.018 -1.932 2.509
H 1.365 -2.264 1.865
O -3.934 -1.139 2.011
H -4.769 -1.415 2.405
H -4.180 -0.531 1.270
O 2.999 -1.844 -2.732
H 2.824 -2.344 -3.535
H 2.685 -0.909 -2.880
*
```

The SMILES is NCNCC(N)=O.O.O.O.O.O.O.O.O.O.O.

DFT (ωB97M-V/def2-TZVPD) results for a 11-piece molecular cluster, C3H29NO10S overall.

```
! RIJCOSX wB97M-V def2-TZVPD def2/J DEFGRID3
* xyz 0 1
C 2.910 -0.254 0.338
N 1.459 -0.265 0.535
C 0.938 1.061 0.933
C -0.210 0.920 1.918
S -0.749 2.539 2.537
H 3.395 0.150 1.230
H 3.239 0.330 -0.541
H 3.257 -1.266 0.166
H 0.992 -0.597 -0.304
H 1.723 1.673 1.387
H 0.615 1.619 0.040
H -1.022 0.356 1.446
H 0.022 0.262 2.759
H -1.250 3.028 1.414
O -2.236 2.439 -1.994
H -2.745 3.009 -2.581
H -1.284 2.576 -2.275
O 0.288 2.734 -2.708
H 0.855 3.202 -2.085
H 0.763 1.872 -2.841
O 3.404 2.429 2.761
H 2.633 1.904 3.025
H 3.318 3.236 3.281
O -0.367 -1.531 -2.320
H -1.218 -1.049 -2.231
H -0.388 -2.267 -1.673
O -3.053 -1.949 0.234
H -2.246 -2.486 0.032
H -2.976 -1.252 -0.458
O -2.537 -1.606 2.869
H -1.608 -1.865 2.874
H -2.822 -1.746 1.940
O -0.635 -3.304 -0.242
H -0.662 -4.280 -0.197
H -0.145 -3.012 0.573
O -2.687 -0.203 -1.844
H -3.422 -0.375 -2.430
H -2.500 0.770 -1.806
O 0.673 -2.438 2.024
H 1.063 -1.565 1.710
H 1.405 -2.850 2.498
O 1.444 0.323 -3.141
H 1.487 0.126 -4.081
H 0.880 -0.400 -2.773
*
```

The SMILES is CNCCS.O.O.O.O.O.O.O.O.O.O.

DFT (ωB97M-V/def2-TZVPD) results for a 12-piece molecular cluster, C3H29O12 overall.

```
! RIJCOSX wB97M-V def2-TZVPD def2/J DEFGRID3
* xyz -1 1
C -1.681 0.306 -0.287
C -0.681 -0.729 0.162
C -0.821 -2.146 -0.413
O 0.495 -0.122 -0.389
H -1.827 0.470 -1.346
H -1.460 1.301 0.102
H -2.771 -0.026 -0.096
H -0.614 -0.753 1.223
H -0.075 -2.768 0.090
H -0.727 -2.220 -1.519
H -1.801 -2.560 -0.255
O -2.104 -0.461 3.897
H -2.647 -0.697 3.162
H -1.188 -0.518 3.623
O -1.662 1.872 2.492
H -2.494 2.312 2.643
H -1.668 1.231 3.200
O 0.943 1.605 1.488
H 0.009 1.854 1.659
H 0.708 0.955 0.800
O 0.695 0.435 -3.078
H 0.358 0.425 -2.155
H -0.078 0.674 -3.659
O 2.071 -3.734 -0.935
H 2.479 -2.913 -1.173
H 1.182 -3.469 -0.656
O 0.690 -0.129 3.556
H 0.684 0.362 2.736
H 1.326 0.419 4.034
O 2.638 -1.239 -1.822
H 2.109 -0.656 -1.288
H 1.981 -1.412 -2.505
O 2.371 -1.361 1.118
H 3.036 -0.708 0.726
H 1.541 -1.104 0.621
O 0.348 2.956 -1.082
H 0.844 2.208 -0.690
H -0.379 3.036 -0.399
O 1.730 -2.124 -4.125
H 2.024 -1.696 -4.948
H 0.786 -2.054 -4.091
O -1.949 4.094 -0.068
H -2.063 4.490 -0.986
H -2.357 4.595 0.636
*
```

Relative energy (zero: lowest compared OMol25 entry of this formula, charge and spin) in kJ/mol, matching the order above: 225.5 413.3 296.7 0.0 0.0 86.0
LUMO level in eV, matching the order above: -2.8 -0.1 2.7 0.3 0.3 2.3
Maximum force in eV Å⁻¹, matching the order above: 2.86 10.50 3.12 1.23 1.33 4.25